Entry 1:
DFT (ωB97M-V/def2-TZVPD) results for a cluster of 8 separate species, C64H53Br2F5NO18P in total in a non-equilibrium geometry.

Summary:
Largest force on an atom in eV/A: 2.4
Highest occupied orbital energy in Ha: -0.3016
Charge: 0
Orbital gap in eV: 6.179
LUMO level in eV: -2.03

Geometry as XYZ:
```
144
Properties=species:S:1:pos:R:3:forces:R:3
C 4.38210 0.77100 3.33806 -0.59 -0.45 0.40
C 3.77626 -0.49884 2.59589 0.01 0.96 0.91
C 2.39667 -0.81954 3.28387 0.21 -0.19 -0.59
C 1.40490 -1.66899 2.39031 -0.05 -0.59 0.43
C 0.07471 -0.97201 2.02000 -0.31 0.26 -0.44
C -0.10318 -0.49065 0.64094 -1.36 0.41 1.32
O 0.96974 -0.66266 -0.20837 -0.67 0.72 0.47
C 1.63634 0.55965 -0.58536 1.59 0.51 -0.10
C 2.05713 1.51133 0.58506 -1.14 2.04 -0.48
C 1.20390 2.84812 0.50747 0.06 -0.85 1.42
O 3.41292 1.89786 0.36203 0.19 -0.59 -0.28
C -1.34871 0.12899 0.17119 -0.11 -1.40 1.05
P -1.65042 0.69260 -1.57626 0.07 0.59 -0.95
C -3.37835 0.10168 -2.09727 0.07 -0.97 1.43
C -0.53667 -0.26055 -2.77393 -0.10 -0.43 -0.17
C -2.38110 0.28754 1.17436 0.87 -1.20 1.57
C -2.19606 -0.18932 2.54383 0.52 -0.03 -1.33
C -0.97309 -0.83207 2.99833 -0.94 0.87 -1.91
C -0.94891 -1.32615 4.45859 -0.47 0.79 -0.06
F -1.39745 -0.27716 5.24357 0.42 -1.18 -0.46
F 0.27141 -1.67022 4.95578 -0.78 0.37 -0.57
C -1.90062 -2.60394 4.65192 0.99 -1.19 1.17
F -2.82150 -2.43058 5.61758 0.45 -0.04 -1.30
F -2.43481 -3.03098 3.48283 -0.02 0.69 1.07
F -1.11064 -3.64299 5.08898 -0.69 0.83 -0.52
C -3.50624 0.09084 3.29278 -0.37 0.38 -0.19
O -3.92430 -0.25112 4.35902 0.85 -0.26 0.27
N -4.36528 0.87734 2.44793 1.77 0.56 -0.21
C -4.81267 2.14943 2.96153 -0.09 0.11 0.11
Br -6.72582 2.40255 3.31105 1.07 -0.64 -0.40
C -4.03687 3.21764 3.22531 -0.68 0.57 0.57
C -4.61652 4.57221 3.75269 0.83 -0.26 -0.85
Br -2.11152 3.19706 2.96194 -1.03 -0.05 0.12
C -3.78314 0.90976 1.12722 -0.25 0.51 0.34
O -4.42575 1.42380 0.25579 0.87 0.03 -0.56
H 3.76435 0.94578 4.25916 0.64 -0.06 -0.64
H 4.28749 1.69857 2.72941 0.33 -0.76 0.38
H 5.42114 0.58775 3.69329 -0.61 0.34 -0.52
H 3.69707 -0.26151 1.51111 -0.05 -0.39 0.76
H 4.48289 -1.34053 2.73692 -0.66 0.47 -0.24
H 1.89687 0.13577 3.57664 0.35 -0.71 -0.11
H 2.62449 -1.39641 4.21602 -0.32 0.64 -0.68
H 1.14353 -2.59365 2.97222 0.16 0.76 -0.63
H 1.93521 -2.01595 1.47645 -0.52 0.40 0.53
H 1.09166 1.17667 -1.33639 0.00 -0.72 0.61
H 2.58917 0.24272 -1.08663 -0.92 0.09 0.45
H 1.88606 1.11115 1.61167 0.31 -0.14 -0.78
H 1.15113 3.25925 -0.52409 -0.02 -0.26 0.75
H 1.69203 3.55118 1.23522 -0.76 -0.53 -1.11
H 0.19369 2.62646 0.95073 0.59 0.30 -0.80
H 3.60581 2.74989 0.78757 -0.45 -0.35 0.13
H -3.32920 -0.62269 -2.93974 0.04 0.73 0.42
H -3.76518 -0.47154 -1.21090 0.10 0.41 -0.96
H -4.08252 0.94516 -2.24537 0.68 -0.55 -0.11
H 0.36078 0.34320 -3.06690 -1.08 -0.82 0.61
H -1.10445 -0.41689 -3.73028 0.27 0.25 0.94
H -0.25321 -1.26636 -2.38816 -0.11 0.75 -0.29
H -5.13932 5.03412 2.88170 0.12 -0.25 0.73
H -5.33372 4.41881 4.58617 0.60 0.09 -0.58
H -3.79247 5.27586 4.03199 -0.69 -0.79 -0.06
C 4.12583 7.24091 0.68805 0.03 -0.14 -0.12
C 3.90296 5.93787 0.83195 0.04 0.01 -0.06
C 3.47418 5.37133 2.12972 0.02 0.01 -0.02
O 3.27273 4.17686 2.26320 0.41 0.26 0.17
C 3.30111 6.30737 3.26154 -0.07 0.08 0.10
C 3.52332 7.61180 3.11848 -0.05 -0.13 0.10
C 3.95232 8.17972 1.81883 0.02 0.29 -0.02
O 4.15277 9.36971 1.68712 -0.04 -0.17 0.02
H 4.44017 7.67303 -0.25338 -0.01 0.04 0.02
H 4.02351 5.23716 0.01506 -0.03 -0.02 0.00
H 2.98674 5.87373 4.20266 0.00 -0.04 -0.03
H 3.40226 8.31212 3.93537 0.02 0.02 -0.04
C 1.85939 1.84324 -6.12778 0.19 0.31 -0.16
C 2.61207 2.07974 -7.20072 -0.09 -0.04 0.14
C 4.08971 2.10994 -7.11128 0.07 0.01 -0.23
O 4.77674 2.32726 -8.08762 -0.03 -0.02 0.09
C 4.69861 1.86537 -5.78201 0.00 -0.03 0.19
C 3.94598 1.62892 -4.70952 0.17 -0.02 0.00
C 2.46862 1.59914 -4.80138 -0.05 -0.04 0.03
O 1.78009 1.38148 -3.82396 0.42 0.33 -0.19
H 0.78465 1.81893 -6.17294 0.07 0.09 0.13
H 2.18410 2.25975 -8.17927 0.05 0.03 -0.01
H 5.77999 1.89056 -5.73524 0.00 0.01 -0.05
H 4.37330 1.44892 -3.73060 -0.04 0.00 0.02
C -3.47768 0.80735 -8.16114 0.01 0.02 0.20
C -2.62861 0.68811 -7.14252 -0.14 0.05 -0.02
C -1.20564 0.34670 -7.36545 0.00 -0.10 0.11
O -0.42979 0.23590 -6.43457 -0.39 -0.27 -0.18
C -0.76098 0.14437 -8.76297 0.02 -0.01 -0.15
C -1.60907 0.26339 -9.78239 0.20 -0.03 0.04
C -3.03399 0.60511 -9.56045 -0.16 0.02 -0.16
O -3.80645 0.71564 -10.48793 0.07 -0.01 0.07
H -4.52162 1.05556 -8.01758 0.00 -0.01 -0.05
H -2.93519 0.83314 -6.11389 0.04 -0.01 0.01
H 0.28349 -0.10408 -8.90570 0.00 -0.01 0.04
H -1.30178 0.11829 -10.81039 -0.05 0.01 -0.01
C -1.78916 5.69133 0.17399 -0.16 -0.13 -0.05
C -3.07064 6.04413 0.09106 0.11 -0.14 0.00
C -3.48785 7.45946 0.21496 -0.20 0.00 -0.02
O -4.65500 7.78177 0.14171 0.08 0.00 0.02
C -2.42450 8.46834 0.43329 0.17 0.09 0.03
C -1.14386 8.11529 0.51650 -0.08 0.15 0.02
C -0.72811 6.69896 0.39249 0.07 -0.03 0.01
O 0.44052 6.37841 0.46748 0.10 0.01 0.05
H -1.46776 4.66045 0.08634 0.04 0.00 -0.01
H -3.86014 5.31965 -0.06872 -0.02 0.01 0.00
H -2.74733 9.49811 0.52090 -0.04 -0.02 -0.01
H -0.35371 8.83898 0.67684 0.02 -0.04 -0.01
C 4.99541 -4.61479 1.71402 -0.07 -0.16 0.04
C 4.62834 -5.77886 1.18219 0.01 0.07 0.15
C 4.64556 -5.99280 -0.28314 -0.03 -0.12 -0.06
O 4.30927 -7.05384 -0.76928 0.02 0.13 0.03
C 5.08749 -4.86426 -1.13382 0.05 0.15 -0.06
C 5.45447 -3.70020 -0.60223 -0.05 -0.09 -0.16
C 5.43781 -3.48568 0.86313 0.07 0.18 0.07
O 5.77398 -2.42557 1.34795 0.17 -0.26 -0.16
H 4.98873 -4.43964 2.78259 0.01 0.04 -0.01
H 4.30312 -6.61497 1.78858 -0.01 -0.02 -0.04
H 5.09407 -5.03974 -2.20215 -0.01 -0.05 0.01
H 5.77954 -2.86426 -1.20871 0.00 0.02 0.05
C -6.23327 -2.31455 4.53069 0.10 -0.05 0.02
C -5.74018 -3.19635 3.66306 -0.03 0.12 0.08
C -6.61966 -4.15732 2.95992 0.14 -0.09 -0.12
O -6.17088 -4.96303 2.16994 -0.06 0.05 0.04
C -8.07026 -4.09993 3.25708 -0.17 0.05 0.07
C -8.56418 -3.21894 4.12411 -0.07 -0.13 -0.12
C -7.68356 -2.25691 4.82777 -0.02 0.13 0.11
O -8.13457 -1.45235 5.61664 0.00 -0.08 -0.06
H -5.60524 -1.60572 5.05334 -0.04 0.01 -0.01
H -4.68425 -3.25191 3.43353 -0.07 -0.04 -0.02
H -8.69799 -4.80972 2.73307 0.04 -0.02 -0.02
H -9.62101 -3.16342 4.35361 0.01 0.04 0.03
C 2.87379 -9.87253 -0.76260 0.00 0.07 -0.04
C 1.67418 -9.30034 -0.68796 0.15 0.00 -0.01
C 0.45840 -10.09733 -0.40652 -0.16 0.14 0.00
O -0.63611 -9.57677 -0.34025 0.07 -0.06 0.00
C 0.62835 -11.55629 -0.20951 0.09 -0.18 0.01
C 1.82780 -12.12912 -0.28405 -0.18 -0.05 0.03
C 3.04402 -11.33086 -0.56573 0.13 -0.05 -0.02
O 4.13818 -11.85253 -0.63173 -0.09 0.02 0.01
H 3.77100 -9.30492 -0.96794 -0.02 -0.01 0.02
H 1.53253 -8.23609 -0.82861 -0.01 -0.01 0.00
H -0.27117 -12.12281 -0.00401 -0.02 0.04 0.00
H 1.97028 -13.19332 -0.14354 0.04 0.01 -0.01
```
Positions in Å, forces in eV/Å.



Entry 2:
DFT (ωB97M-V/def2-TZVPD) results for a structure of composition C24H31N3O3PPd.

Summary:
Largest force on an atom in eV/A: 0.4
Energy relative to the best compared isomer or geometry (same formula, charge and spin) in kcal/mol: 2.90
Highest occupied orbital energy (alpha / beta) in Ha: -0.3831 / -0.4046
Charge: +1
Orbital gap (alpha / beta) in eV: 8.400 / 6.513
Multiplicity: 3
LUMO level (alpha / beta) in eV: -2.02 / -4.50

Geometry as XYZ:
```
63
Properties=species:S:1:pos:R:3:forces:R:3
Pd 0.01963 -0.66113 0.21424 -0.14 -0.08 0.41
C 5.01767 -1.59303 2.52607 -0.02 0.00 0.01
O 4.17165 -1.12929 1.46942 -0.03 0.01 0.01
C 2.87783 -0.88950 1.68065 0.00 -0.11 -0.05
O 2.23587 -0.36921 0.78238 0.06 0.16 -0.09
N 2.37673 -1.23161 2.89003 0.00 -0.02 0.06
N 1.01316 -1.02649 3.13004 0.02 -0.04 -0.13
H 6.02597 -1.55653 2.12840 0.00 0.00 0.00
H 4.78175 -2.62579 2.79143 0.00 0.00 0.00
H 4.94448 -0.94401 3.39851 0.00 0.00 0.00
H 2.85565 -1.94371 3.41924 0.00 0.00 0.01
H 0.88715 -0.79885 4.10582 -0.04 0.00 0.00
H 0.48833 -1.85184 2.85268 0.00 -0.05 0.04
N -2.29625 -0.67619 0.02965 0.06 -0.01 0.00
C -3.03546 0.56965 -0.09564 0.01 0.04 0.01
C -4.41733 0.56761 -0.19450 0.00 0.00 0.03
C -5.10443 1.76877 -0.30297 0.00 0.00 0.00
C -4.41297 2.97138 -0.31164 0.00 0.00 0.00
C -3.02906 2.97459 -0.22680 -0.01 -0.01 0.00
C -2.33288 1.77429 -0.12443 -0.01 -0.01 -0.05
P -0.53477 1.66420 -0.05545 0.07 -0.18 -0.04
C 0.12507 3.32205 0.16732 0.00 0.01 0.01
C 0.46320 4.12461 -0.92053 -0.01 0.00 0.01
C 0.94743 5.40586 -0.70531 0.00 -0.01 -0.01
C 1.08962 5.88646 0.58909 0.00 0.00 0.01
C 0.75512 5.08763 1.67444 0.00 0.01 0.00
C 0.27994 3.80284 1.46684 0.01 -0.01 -0.01
C -0.06026 1.07485 -1.71201 0.03 -0.03 -0.10
C -0.98526 0.81777 -2.73418 0.03 0.04 0.02
C -0.57765 0.18854 -3.89435 0.00 0.00 -0.02
C 0.74936 -0.20657 -4.05377 -0.01 -0.01 -0.01
C 1.67306 0.04225 -3.05536 -0.01 0.02 0.03
C 1.27628 0.67825 -1.88226 0.00 0.08 -0.07
H -2.52541 -1.12748 0.91144 -0.03 -0.03 -0.02
H -2.55960 -1.32820 -0.70176 0.02 0.00 -0.05
H -4.95713 -0.37168 -0.17984 0.00 0.00 0.00
H -6.18351 1.76254 -0.37637 0.00 0.00 0.00
H -4.95082 3.90620 -0.39124 0.00 0.00 0.00
H -2.48359 3.90992 -0.24306 0.00 0.00 0.00
H 0.35072 3.74848 -1.92993 0.00 0.00 0.00
H 1.21286 6.02931 -1.54853 0.00 0.00 0.00
H 1.46776 6.88672 0.75336 0.00 0.00 0.00
H 0.87340 5.46302 2.68195 0.00 0.00 0.00
H 0.03451 3.16974 2.31149 0.00 0.00 0.00
H -2.01612 1.12976 -2.62134 -0.01 -0.02 0.00
H -1.29263 0.00661 -4.68597 0.00 0.00 0.00
H 1.05597 -0.70360 -4.96451 0.00 0.00 0.00
H 2.70591 -0.25555 -3.17530 0.00 0.00 0.00
H 2.00806 0.88671 -1.11164 -0.01 -0.02 -0.01
C 1.17479 -4.16993 -0.71166 0.01 0.03 0.01
C -0.00970 -3.80329 0.18443 -0.03 -0.07 0.05
C -1.28090 -3.73728 -0.65797 0.02 0.03 0.01
C -0.17444 -4.83493 1.29823 0.01 0.01 0.01
O 0.30062 -2.56572 0.78599 0.05 0.22 -0.07
H 1.02317 -5.14054 -1.18656 -0.01 0.00 0.00
H 2.09040 -4.20818 -0.12100 0.00 0.00 0.00
H 1.29935 -3.41420 -1.49039 0.01 -0.01 0.00
H -1.48444 -4.70127 -1.12541 0.00 0.00 0.00
H -1.16434 -2.99934 -1.45759 -0.02 0.03 0.01
H -2.14331 -3.48600 -0.03522 0.00 0.01 0.00
H -0.36492 -5.82979 0.89369 0.00 0.00 -0.01
H -1.00939 -4.56237 1.94708 0.01 0.00 0.00
H 0.73413 -4.87749 1.90063 0.00 0.00 0.00
```
Positions in Å, forces in eV/Å.